1.
{
  "formula": "C6H10",
  "method": "the ωB97M-V functional and the def2-TZVPD basis",
  "e_lumo_ev": 1.055,
  "multiplicity": 1,
  "de_lowest_kcal_mol": 104.1,
  "charge": 0,
  "largest_force_ev_per_a": 3.93,
  "gap_ha": 0.3542,
  "elements": ["C", "C", "C", "C", "C", "C", "H", "H", "H", "H", "H", "H", "H", "H", "H", "H"],
  "xyz": [[-1.74, 0.22, 0.50], [-0.61, 1.03, -0.19], [0.86, 0.94, -0.31], [1.36, -0.23, 0.53], [0.24, -1.25, 0.23], [-0.84, -0.43, -0.52], [-1.72, -0.13, 1.54], [-2.68, 0.68, 0.23], [-1.05, 1.76, -0.87], [0.83, 0.32, -1.59], [1.45, 1.86, -0.37], [1.48, -0.01, 1.60], [2.33, -0.56, 0.15], [-0.14, -1.74, 1.14], [0.59, -2.04, -0.44], [-0.37, -0.41, -1.65]]
}

***

2.
{
  "formula": "C6H13N2O2",
  "method": "the ωB97M-V functional and the def2-TZVPD basis",
  "e_lumo_ev": -4.664,
  "multiplicity": 1,
  "de_lowest_kcal_mol": 90.6,
  "charge": 1,
  "largest_force_ev_per_a": 2.18,
  "gap_ha": 0.2238,
  "elements": ["C", "C", "C", "C", "C", "C", "N", "N", "O", "O", "H", "H", "H", "H", "H", "H", "H", "H", "H", "H", "H", "H", "H"],
  "xyz": [[0.25, -1.36, -1.13], [-2.14, -0.85, -0.34], [0.87, 0.63, 0.33], [-3.56, -1.18, -0.49], [0.29, 1.79, -0.45], [2.67, 0.43, 2.03], [-1.23, -1.21, -1.19], [2.31, 0.90, 0.67], [0.65, -2.29, -1.78], [1.01, -0.56, -0.49], [-1.82, -0.30, 0.54], [-3.76, -1.75, -1.39], [-4.15, -0.26, -0.49], [-3.89, -1.75, 0.38], [0.85, 2.00, -1.37], [0.30, 2.68, 0.18], [-0.74, 1.59, -0.72], [2.09, 0.99, 2.76], [2.43, -0.62, 2.12], [3.73, 0.58, 2.22], [-1.54, -1.79, -1.97], [2.91, 0.42, -0.02], [2.49, 1.91, 0.60]]
}

***

3.
{
  "formula": "C15H46O11",
  "method": "the ωB97M-V functional and the def2-TZVPD basis",
  "e_lumo_ev": 0.265,
  "multiplicity": 1,
  "de_lowest_kcal_mol": 361.2,
  "charge": 0,
  "largest_force_ev_per_a": 11.64,
  "gap_ha": 0.2846,
  "elements": ["O", "H", "H", "O", "H", "H", "C", "C", "O", "O", "H", "H", "H", "H", "H", "H", "C", "C", "O", "O", "H", "H", "H", "H", "H", "H", "C", "C", "O", "O", "H", "H", "H", "H", "H", "H", "C", "C", "C", "O", "H", "H", "H", "H", "H", "H", "H", "H", "C", "C", "C", "O", "H", "H", "H", "H", "H", "H", "H", "H", "C", "C", "C", "O", "H", "H", "H", "H", "H", "H", "H", "H"],
  "xyz": [[1.09, -0.10, -2.05], [0.81, -0.45, -1.21], [1.66, 0.63, -1.82], [0.56, 0.64, 0.10], [0.89, -0.07, 0.64], [-0.31, 0.35, -0.18], [-3.66, 2.11, -0.44], [-2.48, 2.03, 0.56], [-1.86, 3.33, 0.74], [-4.00, 0.85, -1.04], [-3.17, 2.66, -1.24], [-4.42, 2.77, -0.02], [-1.71, 1.36, 0.17], [-2.84, 1.60, 1.50], [-1.24, 3.54, 0.03], [-4.41, 1.01, -1.89], [3.61, 1.24, -3.04], [3.47, 1.46, -1.49], [2.10, 1.41, -1.24], [3.50, 2.51, -3.71], [3.00, 0.43, -3.45], [4.58, 0.80, -3.29], [3.86, 2.42, -1.17], [3.96, 0.70, -0.89], [1.86, 1.44, -0.32], [2.64, 2.91, -3.85], [0.86, -3.19, -1.83], [0.87, -2.75, -0.39], [0.50, -1.40, -0.13], [1.87, -2.36, -2.48], [-0.12, -3.12, -2.30], [1.15, -4.24, -1.95], [1.83, -2.92, 0.10], [0.14, -3.24, 0.26], [-0.46, -1.36, -0.14], [2.59, -2.30, -1.86], [0.90, -1.36, 2.79], [1.99, -2.08, 3.53], [1.55, -3.36, 4.28], [3.03, -2.46, 2.74], [0.08, -1.10, 3.47], [0.45, -2.03, 2.06], [1.11, -0.41, 2.31], [2.47, -1.38, 4.21], [1.16, -3.23, 5.29], [2.32, -4.06, 4.62], [0.80, -4.01, 3.82], [3.77, -2.63, 3.33], [-1.59, 0.67, -2.68], [-0.98, 1.74, -3.46], [-1.17, 3.17, -2.83], [0.35, 1.51, -3.41], [-2.66, 0.86, -2.65], [-1.10, 0.60, -1.71], [-1.46, -0.33, -3.10], [-1.28, 1.72, -4.51], [-0.86, 3.15, -1.79], [-2.25, 3.32, -2.80], [-0.74, 3.98, -3.42], [0.63, 1.70, -2.51], [-1.26, 0.32, 1.72], [-1.66, -0.61, 2.85], [-3.05, -0.36, 3.46], [-1.75, -1.95, 2.44], [-2.09, 0.50, 1.03], [-0.39, 0.08, 1.11], [-1.04, 1.31, 2.12], [-0.88, -0.68, 3.61], [-3.82, -0.49, 2.70], [-3.03, 0.62, 3.93], [-3.42, -1.06, 4.21], [-0.87, -2.32, 2.56]]
}

***

4.
{
  "formula": "C3H4LiO4Tm",
  "method": "the ωB97M-V functional and the def2-TZVPD basis",
  "e_lumo_ev": [-10.215, -10.135],
  "multiplicity": 3,
  "de_lowest_kcal_mol": 55.4,
  "charge": 2,
  "largest_force_ev_per_a": 6.70,
  "gap_ha": [0.2972, 0.3011],
  "elements": ["H", "C", "C", "O", "H", "H", "O", "C", "O", "Li", "H", "Tm", "O"],
  "xyz": [[-2.32, 0.98, 1.18], [-1.63, 0.59, 0.43], [-2.36, -0.14, -0.63], [-1.77, -0.90, 0.42], [-3.45, -0.17, -0.63], [-1.90, -0.28, -1.62], [1.28, -0.72, 0.16], [2.50, -0.33, 0.21], [3.53, -0.90, -0.05], [-0.16, -1.89, 0.34], [3.35, 1.39, -0.20], [0.45, 1.30, 0.26], [2.48, 1.06, 0.12]]
}

***

5.
{
  "formula": "C6H18N6O12",
  "method": "the ωB97M-V functional and the def2-TZVPD basis",
  "e_lumo_ev": -0.807,
  "multiplicity": 1,
  "de_lowest_kcal_mol": 21.4,
  "charge": 0,
  "largest_force_ev_per_a": 1.75,
  "gap_ha": 0.3601,
  "elements": ["C", "N", "O", "O", "H", "H", "H", "C", "N", "O", "O", "H", "H", "H", "C", "N", "O", "O", "H", "H", "H", "C", "N", "O", "O", "H", "H", "H", "C", "N", "O", "O", "H", "H", "H", "C", "N", "O", "O", "H", "H", "H"],
  "xyz": [[43.29, -12.69, -4.52], [42.99, -13.23, -3.15], [41.82, -13.36, -2.89], [43.91, -13.56, -2.46], [44.12, -13.22, -4.97], [43.37, -11.61, -4.44], [42.40, -12.93, -5.10], [49.22, -8.42, -2.98], [49.42, -9.49, -1.94], [48.90, -10.57, -2.11], [50.21, -9.22, -1.06], [48.21, -8.47, -3.40], [49.77, -8.84, -3.83], [49.59, -7.49, -2.58], [47.48, -13.73, -1.54], [47.17, -13.01, -0.29], [46.02, -12.97, 0.07], [48.12, -12.57, 0.31], [47.86, -13.05, -2.30], [46.69, -14.31, -2.01], [48.25, -14.45, -1.25], [50.13, -10.40, 2.53], [51.45, -10.63, 3.20], [51.73, -11.79, 3.46], [52.14, -9.68, 3.44], [50.42, -9.69, 1.76], [49.39, -10.08, 3.25], [49.86, -11.34, 2.05], [47.87, -14.73, -7.06], [47.55, -14.50, -5.61], [46.37, -14.60, -5.29], [48.44, -14.25, -4.81], [47.58, -15.76, -7.23], [48.95, -14.76, -7.22], [47.41, -13.94, -7.63], [44.97, -16.81, -3.38], [44.55, -18.15, -2.90], [43.61, -18.22, -2.13], [45.25, -19.10, -3.23], [45.90, -16.72, -3.92], [45.04, -16.20, -2.48], [44.16, -16.33, -3.92]]
}

***

6.
{
  "formula": "C82H200N10O8",
  "method": "the ωB97M-V functional and the def2-TZVPD basis",
  "e_lumo_ev": -17.743,
  "multiplicity": 1,
  "charge": 10,
  "largest_force_ev_per_a": 3.70,
  "gap_ha": 0.2555,
  "elements": ["C", "C", "N", "C", "C", "C", "C", "C", "O", "C", "H", "H", "H", "H", "H", "H", "H", "H", "H", "H", "H", "H", "H", "H", "H", "H", "H", "H", "H", "H", "C", "C", "N", "C", "C", "C", "C", "C", "O", "C", "H", "H", "H", "H", "H", "H", "H", "H", "H", "H", "H", "H", "H", "H", "H", "H", "H", "H", "H", "H", "C", "C", "N", "C", "C", "C", "C", "C", "O", "C", "H", "H", "H", "H", "H", "H", "H", "H", "H", "H", "H", "H", "H", "H", "H", "H", "H", "H", "H", "H", "C", "C", "N", "C", "C", "C", "C", "C", "O", "C", "H", "H", "H", "H", "H", "H", "H", "H", "H", "H", "H", "H", "H", "H", "H", "H", "H", "H", "H", "H", "C", "C", "N", "C", "C", "C", "C", "C", "O", "C", "H", "H", "H", "H", "H", "H", "H", "H", "H", "H", "H", "H", "H", "H", "H", "H", "H", "H", "H", "H", "C", "C", "N", "C", "C", "C", "C", "C", "O", "C", "H", "H", "H", "H", "H", "H", "H", "H", "H", "H", "H", "H", "H", "H", "H", "H", "H", "H", "H", "H", "C", "C", "N", "C", "C", "C", "C", "C", "O", "C", "H", "H", "H", "H", "H", "H", "H", "H", "H", "H", "H", "H", "H", "H", "H", "H", "H", "H", "H", "H", "C", "C", "N", "C", "C", "C", "C", "C", "O", "C", "H", "H", "H", "H", "H", "H", "H", "H", "H", "H", "H", "H", "H", "H", "H", "H", "H", "H", "H", "H", "C", "C", "C", "C", "N", "C", "C", "C", "C", "C", "H", "H", "H", "H", "H", "H", "H", "H", "H", "H", "H", "H", "H", "H", "H", "H", "H", "H", "H", "H", "C", "C", "C", "C", "N", "C", "C", "C", "C", "C", "H", "H", "H", "H", "H", "H", "H", "H", "H", "H", "H", "H", "H", "H", "H", "H", "H", "H", "H", "H"],
  "xyz": [[-7.29, 4.89, 3.93], [-5.94, 4.35, 4.53], [-5.38, 3.04, 3.95], [-4.85, 3.28, 2.56], [-4.15, 2.66, 4.85], [-3.23, 1.45, 4.46], [-6.41, 1.81, 3.91], [-7.19, 1.54, 5.21], [-6.47, 0.94, 6.30], [-7.14, 1.10, 7.59], [-7.37, 5.92, 4.27], [-8.26, 4.45, 4.15], [-7.22, 4.97, 2.85], [-5.91, 4.15, 5.60], [-5.16, 5.09, 4.34], [-4.01, 3.97, 2.56], [-5.67, 3.74, 2.02], [-4.53, 2.35, 2.08], [-4.56, 2.32, 5.81], [-3.60, 3.58, 5.04], [-3.81, 0.63, 4.04], [-2.57, 1.15, 5.28], [-2.54, 1.72, 3.65], [-5.91, 0.94, 3.48], [-7.02, 2.10, 3.05], [-8.01, 0.87, 4.94], [-7.72, 2.48, 5.40], [-7.40, 2.15, 7.74], [-6.58, 0.80, 8.47], [-8.04, 0.49, 7.55], [4.49, 2.88, 3.38], [3.43, 2.88, 2.27], [3.53, 4.06, 1.19], [3.16, 5.41, 1.91], [5.02, 4.15, 0.66], [5.24, 5.40, -0.21], [2.52, 3.69, -0.02], [0.98, 3.98, 0.14], [0.44, 3.39, 1.35], [-0.64, 4.10, 1.93], [4.11, 2.39, 4.28], [4.54, 3.91, 3.74], [5.51, 2.59, 3.16], [2.41, 2.96, 2.67], [3.36, 1.97, 1.68], [2.97, 6.14, 1.13], [3.96, 5.69, 2.60], [2.22, 5.34, 2.46], [5.27, 3.24, 0.12], [5.57, 4.21, 1.61], [5.02, 6.34, 0.30], [4.77, 5.30, -1.18], [6.33, 5.36, -0.34], [2.65, 2.61, -0.10], [2.85, 4.07, -0.99], [0.19, 3.72, -0.56], [0.95, 5.07, 0.11], [-0.42, 5.17, 1.95], [-0.80, 3.80, 2.97], [-1.55, 3.87, 1.38], [0.86, -2.31, -1.29], [-0.55, -1.98, -0.68], [-0.51, -0.74, 0.28], [-1.84, -0.50, 0.96], [0.53, -0.96, 1.42], [0.53, 0.07, 2.58], [-0.04, 0.50, -0.48], [-1.01, 0.98, -1.60], [-1.25, 0.14, -2.74], [-1.94, 0.85, -3.76], [1.28, -1.61, -2.01], [0.68, -3.20, -1.89], [1.71, -2.58, -0.66], [-0.84, -2.80, -0.02], [-1.32, -1.87, -1.45], [-2.04, -1.41, 1.52], [-2.59, -0.31, 0.19], [-1.82, 0.51, 1.38], [1.53, -0.86, 1.00], [0.39, -2.00, 1.69], [1.27, -0.12, 3.36], [-0.33, -0.23, 3.17], [0.43, 1.14, 2.37], [0.93, 0.35, -0.96], [0.04, 1.18, 0.37], [-0.62, 1.90, -2.03], [-1.95, 1.35, -1.18], [-2.89, 1.21, -3.38], [-2.12, 0.20, -4.62], [-1.35, 1.69, -4.12], [6.51, -1.22, 7.77], [5.41, -0.19, 7.46], [3.98, -0.82, 7.69], [3.89, -1.07, 9.18], [2.80, 0.18, 7.26], [3.00, 1.63, 7.59], [3.87, -2.13, 6.88], [2.49, -2.83, 6.92], [1.51, -2.32, 6.10], [0.59, -3.14, 5.49], [6.63, -2.05, 7.07], [6.48, -1.74, 8.73], [7.43, -0.67, 7.96], [5.44, -0.04, 6.38], [5.39, 0.70, 8.09], [4.14, -0.13, 9.67], [4.54, -1.88, 9.49], [2.87, -1.36, 9.45], [1.98, -0.32, 7.77], [2.78, 0.05, 6.18], [3.23, 1.52, 8.65], [2.12, 2.27, 7.49], [3.78, 2.15, 7.04], [4.60, -2.90, 7.13], [4.03, -1.83, 5.84], [2.12, -3.00, 7.93], [2.66, -3.85, 6.57], [0.22, -3.84, 6.23], [1.05, -3.72, 4.69], [-0.22, -2.60, 4.99], [7.40, -2.59, 3.52], [6.27, -3.48, 4.17], [5.45, -4.32, 3.16], [6.29, -5.46, 2.39], [4.27, -5.02, 3.89], [4.63, -5.94, 5.00], [4.82, -3.43, 2.03], [3.60, -2.61, 2.46], [3.89, -1.72, 3.59], [4.27, -0.42, 3.15], [8.30, -3.08, 3.16], [7.71, -1.85, 4.24], [7.17, -2.01, 2.63], [5.60, -2.87, 4.78], [6.58, -4.28, 4.85], [7.10, -5.11, 1.75], [5.50, -5.97, 1.84], [6.71, -6.15, 3.12], [3.61, -5.55, 3.21], [3.84, -4.14, 4.38], [4.73, -5.42, 5.95], [5.57, -6.49, 4.97], [3.86, -6.71, 5.12], [4.35, -4.15, 1.36], [5.56, -2.83, 1.50], [2.76, -3.27, 2.67], [3.22, -2.00, 1.64], [5.20, -0.41, 2.57], [4.48, 0.12, 4.08], [3.42, 0.09, 2.70], [-1.75, 5.74, -4.10], [-1.29, 5.88, -2.62], [-2.17, 6.79, -1.66], [-1.36, 7.13, -0.39], [-2.45, 8.19, -2.35], [-1.18, 8.96, -2.74], [-3.56, 6.24, -1.24], [-3.53, 4.89, -0.61], [-3.94, 3.85, -1.45], [-4.17, 2.64, -0.83], [-1.72, 6.71, -4.58], [-2.76, 5.33, -4.17], [-1.17, 5.03, -4.70], [-0.30, 6.33, -2.55], [-1.19, 4.93, -2.09], [-1.33, 6.27, 0.28], [-1.88, 7.93, 0.12], [-0.34, 7.38, -0.70], [-3.04, 8.74, -1.61], [-3.15, 7.87, -3.13], [-1.46, 9.86, -3.29], [-0.52, 8.44, -3.44], [-0.55, 9.20, -1.88], [-4.22, 6.33, -2.10], [-3.86, 6.90, -0.43], [-4.19, 4.97, 0.25], [-2.60, 4.43, -0.25], [-4.22, 1.82, -1.54], [-5.05, 2.75, -0.20], [-3.30, 2.44, -0.21], [0.02, -5.79, -0.14], [0.02, -5.43, 1.42], [-1.10, -6.16, 2.32], [-1.08, -7.66, 1.96], [-0.70, -5.87, 3.79], [0.50, -6.54, 4.39], [-2.60, -5.67, 2.06], [-2.78, -4.13, 1.75], [-2.11, -3.30, 2.72], [-2.97, -2.77, 3.75], [0.33, -6.81, -0.35], [0.76, -5.20, -0.69], [-0.96, -5.63, -0.60], [-0.15, -4.36, 1.54], [0.97, -5.58, 1.93], [-1.38, -7.76, 0.92], [-1.70, -8.17, 2.69], [-0.03, -7.96, 1.98], [-1.45, -6.16, 4.53], [-0.60, -4.79, 3.83], [0.57, -6.38, 5.46], [1.45, -6.24, 3.94], [0.30, -7.61, 4.30], [-3.18, -5.90, 2.96], [-2.99, -6.25, 1.23], [-3.75, -3.79, 1.38], [-2.17, -4.02, 0.85], [-3.70, -2.10, 3.29], [-2.28, -2.20, 4.37], [-3.42, -3.62, 4.27], [1.91, 0.33, -9.15], [0.67, -0.59, -8.90], [-0.68, 0.21, -8.77], [-0.93, 1.16, -10.06], [-1.80, -0.93, -8.73], [-1.60, -1.97, -7.61], [-0.74, 1.27, -7.59], [-2.16, 1.70, -7.10], [-2.99, 0.55, -6.72], [-4.36, 0.85, -6.46], [2.79, -0.31, -9.09], [1.90, 1.09, -8.36], [1.70, 0.69, -10.16], [0.78, -1.20, -8.01], [0.52, -1.22, -9.78], [-1.95, 1.53, -9.92], [-0.78, 0.66, -11.02], [-0.24, 2.00, -10.00], [-1.69, -1.44, -9.69], [-2.73, -0.36, -8.74], [-0.69, -2.54, -7.81], [-2.47, -2.60, -7.76], [-1.55, -1.62, -6.58], [-0.04, 2.10, -7.67], [-0.49, 0.61, -6.76], [-2.69, 2.17, -7.92], [-2.14, 2.41, -6.27], [-4.86, -0.10, -6.25], [-4.74, 1.31, -7.37], [-4.36, 1.51, -5.59], [3.38, -3.10, -7.02], [2.77, -2.17, -5.95], [3.37, -0.77, -5.80], [2.75, 0.10, -4.68], [3.29, 1.61, -4.59], [2.50, 2.45, -3.45], [1.74, 3.54, -4.20], [2.68, 3.81, -5.36], [2.95, 2.46, -5.88], [4.79, 1.57, -4.18], [4.36, -3.49, -6.76], [3.42, -2.56, -7.96], [2.79, -3.98, -7.31], [2.87, -2.73, -5.02], [1.71, -2.24, -6.20], [3.34, -0.27, -6.77], [4.44, -0.89, -5.60], [3.02, -0.26, -3.69], [1.66, 0.11, -4.73], [3.22, 2.93, -2.80], [1.77, 1.82, -2.94], [1.68, 4.39, -3.52], [0.77, 3.12, -4.49], [3.62, 4.28, -5.05], [2.25, 4.49, -6.09], [3.77, 2.32, -6.58], [2.03, 2.14, -6.37], [5.10, 2.61, -4.13], [5.32, 1.10, -5.01], [5.03, 1.02, -3.27], [0.12, -4.91, -4.36], [-0.83, -3.74, -4.61], [-2.14, -3.81, -3.78], [-3.03, -2.62, -3.91], [-4.29, -2.77, -3.06], [-5.08, -3.97, -3.55], [-6.49, -3.80, -3.03], [-6.72, -2.27, -2.89], [-5.34, -1.68, -3.47], [-4.00, -2.82, -1.59], [0.05, -5.25, -3.32], [1.20, -4.84, -4.50], [-0.22, -5.70, -5.03], [-1.07, -3.72, -5.68], [-0.25, -2.84, -4.42], [-1.75, -3.87, -2.76], [-2.54, -4.81, -3.95], [-3.35, -2.53, -4.95], [-2.61, -1.70, -3.49], [-4.46, -4.83, -3.27], [-4.99, -3.97, -4.64], [-6.54, -4.38, -2.11], [-7.12, -4.29, -3.78], [-6.93, -1.97, -1.87], [-7.59, -1.81, -3.36], [-4.97, -0.83, -2.91], [-5.34, -1.60, -4.56], [-3.19, -3.49, -1.30], [-4.87, -3.25, -1.09], [-4.00, -1.75, -1.36]]
}